{
  "formula": "C5H11O4Pb",
  "method": "ωB97M-V/def2-TZVPD",
  "total_charge": 0,
  "s2": 0.7590,
  "energy_ha": -690.62962,
  "mol_weight_da": 342.3,
  "relative_energy_kcal_mol": 28.3,
  "lumo_energy_ev": [-0.75, -2.68],
  "orbital_gap_ev": [7.56, 5.61],
  "spin_multiplicity": 2,
  "symbols": ["Pb", "O", "O", "O", "O", "C", "C", "C", "C", "C", "H", "H", "H", "H", "H", "H", "H", "H", "H", "H", "H"],
  "xyz": [[0.646, -1.855, 0.063], [-0.317, -2.877, -1.360], [1.234, 2.534, 0.620], [-1.070, -0.600, -0.053], [1.174, -0.741, 1.559], [0.440, 0.350, 2.007], [-1.599, -2.525, -1.530], [-0.163, 1.144, 0.845], [2.355, 2.059, -0.039], [-1.755, -0.834, -1.199], [-2.291, -2.966, -0.786], [-1.988, -2.651, -2.556], [2.081, 1.570, -0.992], [-0.387, 0.071, 2.694], [-1.274, -0.360, -2.073], [2.854, 1.238, 0.504], [-0.193, 1.313, -0.244], [-2.830, -0.604, -1.132], [1.038, 1.019, 2.656], [-0.973, 1.789, 1.219], [3.020, 2.927, -0.203]]
}